A molecular structure, C13H43ClN6O3P2SSi2 at a distorted geometry. Source: the OMol25 dataset; level of theory: ωB97M-V/def2-TZVPD.

Computed properties:
Highest occupied orbital energy ... -7.8991 eV
M ... 517.17 g/mol
Gap between HOMO and LUMO ... 8.3268 eV
Charge ... 0

XYZ file:
```
71
Properties=species:S:1:pos:R:3:forces:R:3
H 2.7087 -3.6301 -5.9308 0.00 0.07 0.13
H -1.1148 3.2001 5.9717 0.14 0.02 -0.04
H 0.8421 -6.9144 -2.7618 0.06 0.02 -0.05
H 0.7984 -5.6641 -1.5028 0.02 -0.12 0.02
P 0.9601 -3.3210 -3.4981 3.62 1.62 -3.57
C 3.0867 -1.5632 -3.6819 -0.19 0.25 -0.19
C -1.1342 2.2955 5.3597 -0.18 0.42 0.22
H -2.1943 1.0635 3.3244 -0.04 0.14 0.18
H 2.2039 5.7700 3.4515 0.02 -0.07 -0.04
H 2.9699 -6.4539 -3.5247 -0.18 -0.01 0.04
N -0.8887 2.5805 3.9658 -0.01 -0.38 -0.21
C -0.5309 6.0082 4.5556 0.41 0.09 0.26
N 1.4806 4.1568 4.5925 -0.40 0.03 0.56
H 1.1330 2.8968 6.2477 -0.01 -0.04 -0.13
H 4.0699 -1.3624 -3.2525 -0.05 -0.03 0.16
H -2.1350 1.8739 5.4810 -0.01 -0.03 -0.09
H 1.4677 -3.5448 -7.1519 -0.09 -0.01 0.02
C 2.5831 4.8914 3.9874 -0.15 0.19 -0.44
H -2.0038 -2.0728 0.0628 0.15 -0.08 0.01
N 1.4995 -5.0102 -3.4186 -1.98 0.07 1.97
H 1.7605 -1.8463 -1.1875 0.07 0.05 0.02
H -6.3883 -1.9384 -2.0518 0.16 -0.09 0.06
Cl -4.1065 -0.4711 1.8130 -0.12 0.11 -0.13
C -2.6288 -1.7143 -0.7493 -0.38 0.09 0.02
H -0.7655 -3.4528 -6.6578 0.15 -0.04 -0.02
H -0.4155 1.5709 5.7686 -0.08 -0.02 0.04
C 1.7623 -3.1455 -6.1785 0.34 -0.37 0.01
H 0.3283 6.6810 4.4350 -0.02 0.02 0.04
H -1.7257 1.2839 -1.4336 -0.14 -0.40 -0.17
O -4.9443 -0.0113 -1.1235 -0.32 -0.82 0.82
C 2.8911 -5.3941 -3.2670 0.36 0.29 0.21
H 3.5087 -2.1436 -1.2449 0.07 -0.02 -0.12
H -3.2725 -2.5187 -1.1019 -0.03 -0.16 0.05
N 2.4898 -2.7012 -2.9997 0.38 -0.19 -0.48
H -2.0057 -1.4003 -1.5845 0.16 -0.07 -0.06
Si -3.6231 -0.2666 -0.1799 1.00 0.50 -0.78
H -1.4404 6.6156 4.5443 -0.02 -0.05 -0.17
H -0.4076 -5.6757 -2.8000 0.03 0.02 0.02
H 2.5298 2.4141 5.2642 0.01 0.00 0.00
H 0.0267 6.2408 1.8718 -0.07 0.11 -0.01
O 0.0415 -2.1720 -3.2019 -1.39 -1.95 1.87
H -0.4856 0.5786 3.3532 -0.05 -0.03 -0.06
O 1.2104 2.5548 2.6758 -0.42 1.82 -2.36
H -7.4812 -0.0389 -1.1447 0.03 0.03 0.02
H -6.4532 -1.5783 0.3493 0.19 -0.10 0.02
H -1.1066 4.9498 1.4374 0.03 0.01 0.03
H 3.5371 -4.8489 -3.9469 -0.06 0.11 0.01
H -1.6990 6.3871 2.2625 -0.01 -0.02 0.08
H 3.2750 -5.2629 -2.2474 0.04 -0.02 -0.02
H 2.4877 -0.6466 -3.6087 0.00 0.01 0.01
H 3.2660 -1.7794 -4.7317 -0.12 -0.01 0.03
H -1.1006 1.6491 2.0894 0.07 -0.05 0.03
H 3.1503 4.2798 3.2751 0.05 0.01 0.05
H 1.9326 -2.0667 -6.2985 0.01 -0.04 -0.09
N -0.6508 5.0221 3.4983 0.98 0.21 -2.58
C 2.5374 -2.5289 -1.5522 -0.32 -0.33 0.21
Si -6.3239 -0.9374 -0.9684 -0.62 0.49 -0.59
C -0.8621 5.6900 2.2054 -0.16 -0.30 -0.10
S -2.4410 1.5106 -0.3295 -0.10 0.46 0.55
N 0.7375 -3.4313 -5.2008 -0.42 0.21 -0.07
H 3.2667 5.2551 4.7543 -0.09 -0.02 0.11
H -1.3585 -3.3018 -5.0120 0.00 0.05 0.03
C -1.1758 1.4085 3.1448 0.47 -0.15 -0.02
P 0.3824 3.5820 3.3882 -0.53 -1.55 4.97
C 0.6470 -5.8584 -2.5718 -0.25 0.07 -0.22
H 2.5922 3.8320 6.3279 0.07 0.09 -0.12
H 2.4012 -3.4951 -1.0512 -0.06 0.05 -0.01
C 1.9552 3.2697 5.6421 0.01 -0.36 -0.03
H -0.4659 5.5454 5.5346 0.07 -0.09 -0.04
H -0.6260 -1.9017 -5.7988 -0.06 -0.02 -0.02
C -0.5653 -2.9925 -5.6881 -0.04 0.33 0.16
```
Positions in Å, forces in eV/Å.